C2H10O3 | ωB97M-V/def2-TZVPD

Results
Molecular weight: 82.10 g/mol
Gap between HOMO and LUMO: 10.79 eV
Energy relative to the best compared isomer or geometry (same formula, charge and spin): 18.3 kcal per mole
SMILES string: CCO.O.O
E_LUMO: 0.7 eV
E: -307.876882 a.u.

Geometry as ORCA input:
```
! RIJCOSX wB97M-V def2-TZVPD def2/J DEFGRID3
* xyz 0 1
C -0.67 -0.38 -0.52
O -1.94 -1.14 -0.73
C 0.05 -0.90 0.72
H -0.04 -0.29 -1.40
H -1.07 0.64 -0.38
H -2.10 -1.17 -1.69
H 0.55 -1.91 0.54
H 0.84 -0.21 0.87
H -0.53 -0.89 1.60
H -3.06 1.80 1.04
H -3.04 3.26 1.24
O -2.69 2.56 0.61
H 5.21 -0.59 -1.04
H 3.92 -0.05 -0.47
O 4.59 -0.74 -0.40
*
```

Just the natural (NBO) charges please, in e? Sure, here they are: C -0.076; O -0.747; C -0.623; H 0.167; H 0.179; H 0.466; H 0.212; H 0.205; H 0.215; H 0.467; H 0.466; O -0.932; H 0.463; H 0.469; O -0.932



C2H10O4 | ωB97M-V/def2-TZVPD

Results
Molecular weight: 98.10 g/mol
Gap between HOMO and LUMO: 10.44 eV
Energy relative to the best compared isomer or geometry (same formula, charge and spin): 16.3 kcal per mole
SMILES string: CC=O.O.O.O
E_LUMO: 0.4 eV
E: -383.129534 a.u.

Geometry as ORCA input:
```
! RIJCOSX wB97M-V def2-TZVPD def2/J DEFGRID3
* xyz 0 1
O 1.74 -1.90 1.62
C 0.87 -2.16 2.42
C 0.35 -1.26 3.48
H 0.42 -3.17 2.36
H 0.27 -0.18 3.36
H 1.02 -1.32 4.33
H -0.60 -1.63 3.88
H -1.55 0.79 -0.83
H -2.62 -0.06 -1.44
O -2.51 0.69 -0.85
H 0.67 0.55 -2.44
H 0.23 -0.51 -3.37
O -0.12 0.15 -2.76
H -0.12 3.16 -3.05
H 1.21 3.35 -3.77
O 0.76 3.52 -2.93
*
```

Just the natural (NBO) charges please, in e? Sure, here they are: O -0.519; C 0.437; C -0.740; H 0.105; H 0.247; H 0.247; H 0.223; H 0.472; H 0.468; O -0.941; H 0.475; H 0.473; O -0.948; H 0.476; H 0.467; O -0.943



C2H10O5 | ωB97M-V/def2-TZVPD

Results
Molecular weight: 114.10 g/mol
Gap between HOMO and LUMO (spin up / spin down): 8.27 / 5.89 eV
Energy relative to the best compared isomer or geometry (same formula, charge and spin): 0.0 kcal per mole
<S²>: 0.755
E_LUMO (spin up / spin down): 3.8 / 1.4 eV
E: -458.370391 a.u.

Geometry as ORCA input:
```
! RIJCOSX wB97M-V def2-TZVPD def2/J DEFGRID3
* xyz -1 2
O 0.41 -1.11 1.09
C 1.57 -0.78 0.38
O 1.40 -0.31 -0.86
C 2.42 0.23 1.21
H 2.15 -1.73 0.38
H 1.82 1.14 1.18
H 2.44 -0.16 2.22
H 3.39 0.42 0.77
H -3.32 1.07 -1.30
H -0.30 -1.03 0.41
O -2.58 1.00 -0.70
H -1.13 1.84 -0.47
H 0.30 1.37 -0.89
O -0.15 2.11 -0.51
H -2.85 -1.79 -0.19
H -2.21 -0.36 -0.53
O -1.99 -1.41 -0.39
*
```

Just the natural (NBO) charges please, in e? Sure, here they are: O -0.748; C 0.313; O -0.345; C -0.616; H 0.173; H 0.250; H 0.214; H 0.202; H 0.428; H 0.529; O -1.234; H 0.527; H 0.460; O -1.030; H 0.447; H 0.508; O -1.079



C2H10O5 | ωB97M-V/def2-TZVPD

Results
Molecular weight: 114.10 g/mol
Gap between HOMO and LUMO: 10.02 eV
Energy relative to the best compared isomer or geometry (same formula, charge and spin): 77.4 kcal per mole
E_LUMO: 0.0 eV
E: -458.318594 a.u.

Geometry as ORCA input:
```
! RIJCOSX wB97M-V def2-TZVPD def2/J DEFGRID3
* xyz 0 1
O -0.43 -0.36 0.16
C -0.64 0.77 0.53
O -0.73 1.82 -0.28
C -0.64 0.94 2.00
H -0.86 1.65 -1.23
H 0.46 0.98 2.42
H -1.19 1.63 2.64
H -0.78 -0.09 2.33
H 3.19 -1.50 -1.40
H 2.04 -2.19 -0.71
O 2.43 -1.38 -0.34
H -2.53 -2.07 1.02
H -1.37 -2.70 0.37
O -2.18 -2.22 0.11
H 2.51 1.41 -1.84
H 1.46 0.27 -1.47
O 1.59 1.14 -1.87
*
```

Just the natural (NBO) charges please, in e? Sure, here they are: O -0.615; C 0.784; O -0.677; C -0.746; H 0.518; H 0.250; H 0.236; H 0.244; H 0.432; H 0.461; O -0.889; H 0.456; H 0.464; O -0.915; H 0.472; H 0.502; O -0.978



C2H11AlBClCs2F4N3O13PS2 | ωB97M-V/def2-TZVPD

Results
Molecular weight: 795.28 g/mol
Gap between HOMO and LUMO: 1.85 eV
E_LUMO: -3.1 eV
E: -3529.308611 a.u.

Geometry as ORCA input:
```
! RIJCOSX wB97M-V def2-TZVPD def2/J DEFGRID3
* xyz 0 1
O -3.74 1.38 -0.07
B -2.88 1.69 -1.25
O -3.48 2.34 -2.44
O -1.47 1.27 -1.14
P -0.37 2.52 -1.66
Cl -0.97 4.45 -0.97
H -3.36 0.49 0.24
H -3.49 1.62 -3.14
H -0.44 2.63 -3.12
Al 0.98 2.91 -4.55
C -0.16 3.50 2.94
N 0.27 2.29 2.20
O 0.11 2.30 0.97
O 0.76 1.37 2.86
H -0.57 4.23 2.24
H -0.92 3.19 3.66
H 0.72 3.91 3.45
C -1.86 -3.38 -0.10
N -2.73 -2.39 0.59
O -2.28 -1.25 0.74
O -3.85 -2.78 0.96
H -0.92 -2.90 -0.37
H -1.69 -4.20 0.59
H -2.39 -3.71 -1.00
O 2.82 0.39 -4.64
H 3.67 0.56 -4.27
O 3.51 -0.68 -2.32
H 3.26 -1.56 -2.06
N 2.76 -1.20 1.29
S 2.74 -1.42 2.84
O 3.76 -2.29 3.41
O 1.45 -1.43 3.51
F 3.29 0.01 3.32
S 2.33 -2.50 0.52
O 2.64 -2.46 -0.91
O 1.04 -3.09 0.83
F 3.35 -3.61 1.03
Cs -5.76 -1.54 0.91
F 1.18 -4.38 -0.91
Cs -2.36 4.25 -2.89
F 5.07 -0.56 -1.27
*
```

Just the Löwdin charges please, in e? Sure, here they are: O 0.051; B -0.672; O -0.396; O -0.223; P 0.607; Cl -0.084; H 0.059; H 0.156; H -0.392; Al 0.915; C 0.048; N -0.385; O -0.077; O 0.116; H 0.074; H 0.103; H 0.108; C 0.077; N -0.383; O 0.088; O -0.490; H 0.084; H 0.129; H 0.113; O -0.433; H -0.134; O 0.061; H -0.036; N -0.290; S 0.509; O -0.306; O -0.334; F -0.218; S 0.556; O -0.331; O -0.344; F -0.173; Cs 1.328; F -0.576; Cs 1.303; F -0.211



C2H11BN3O | ωB97M-V/def2-TZVPD

Results
Molecular weight: 103.94 g/mol
Gap between HOMO and LUMO: 10.64 eV
Energy relative to the best compared isomer or geometry (same formula, charge and spin): 51.7 kcal per mole
E_LUMO: -3.3 eV
E: -346.936696 a.u.

Geometry as ORCA input:
```
! RIJCOSX wB97M-V def2-TZVPD def2/J DEFGRID3
* xyz 1 1
B -2.05 0.24 0.04
C 1.80 -0.09 -0.73
C 1.45 -1.10 0.38
N -1.22 1.09 0.58
N -3.16 -0.32 -0.40
N 1.30 1.26 -0.25
O 0.05 -1.34 0.32
H 1.20 -0.55 -1.53
H 2.82 0.02 -0.77
H 2.05 -2.00 0.25
H 1.80 -0.69 1.23
H -1.54 1.77 1.30
H -0.14 1.18 0.43
H -3.44 0.05 -1.36
H -3.75 -1.07 -0.10
H 1.25 1.90 -1.06
H 1.84 1.53 0.54
H -0.26 -1.88 1.12
*
```

Just the natural (NBO) charges please, in e? Sure, here they are: B 1.235; C -0.240; C -0.067; N -1.121; N -1.093; N -0.853; O -0.753; H 0.222; H 0.210; H 0.187; H 0.161; H 0.451; H 0.462; H 0.455; H 0.459; H 0.402; H 0.388; H 0.495



C2H11BNO3PSi | ωB97M-V/def2-TZVPD

Results
Molecular weight: 166.99 g/mol
Gap between HOMO and LUMO: 8.43 eV
SMILES string: CCOB(O)[SiH2]P(N)O
E_LUMO: 0.5 eV
E: -1019.038670 a.u.

Geometry as ORCA input:
```
! RIJCOSX wB97M-V def2-TZVPD def2/J DEFGRID3
* xyz 0 1
C 2.46 -0.96 0.36
C 2.77 0.37 -0.35
O 1.66 0.95 -1.03
B 0.48 1.00 -0.26
O 0.43 1.47 1.05
Si -1.18 0.33 -1.14
P -3.02 0.58 0.10
N -3.84 -0.96 0.01
O -2.57 0.76 1.73
H 1.99 -0.83 1.34
H 1.92 -1.66 -0.28
H 3.43 -1.44 0.57
H 3.26 1.07 0.34
H 3.52 0.16 -1.12
H 1.10 2.14 1.22
H -1.37 0.95 -2.47
H -0.95 -1.11 -1.40
H -4.37 -0.97 -0.86
H -3.21 -1.75 0.04
H -2.52 -0.09 2.16
*
```

Just the natural (NBO) charges please, in e? Sure, here they are: C -0.656; C -0.069; O -0.731; B 0.815; O -0.902; Si 0.325; P 0.830; N -1.133; O -0.955; H 0.218; H 0.220; H 0.220; H 0.164; H 0.188; H 0.492; H -0.108; H -0.153; H 0.390; H 0.366; H 0.479



C2H11N2 | ωB97M-V/def2-TZVPD

Results
Molecular weight: 63.12 g/mol
Gap between HOMO and LUMO: 10.77 eV
Energy relative to the best compared isomer or geometry (same formula, charge and spin): 18.0 kcal per mole
E_LUMO: -3.5 eV
E: -192.058021 a.u.

Geometry as ORCA input:
```
! RIJCOSX wB97M-V def2-TZVPD def2/J DEFGRID3
* xyz 1 1
C -1.12 -0.83 0.40
N -0.10 -1.37 -0.55
C 0.57 -0.30 -1.35
H -1.61 -1.66 0.91
H -0.60 -0.21 1.12
H -1.83 -0.23 -0.17
H -0.52 -2.07 -1.16
H 0.60 -1.86 0.00
H -0.17 0.16 -2.00
H 1.35 -0.75 -1.95
H 0.99 0.43 -0.65
N 0.75 1.96 1.19
H 0.83 1.80 2.19
H 1.10 2.90 1.05
H -0.24 2.02 0.99
*
```

Just the natural (NBO) charges please, in e? Sure, here they are: C -0.419; N -0.482; C -0.439; H 0.241; H 0.242; H 0.233; H 0.434; H 0.435; H 0.230; H 0.238; H 0.274; N -1.096; H 0.373; H 0.384; H 0.352